Computed, not measured: C41H45Cl9N7O2V as an isolated structure in a non-equilibrium geometry, with the ωB97M-V functional and the def2-TZVPD basis.

Last column: Mulliken charge in e.
Atoms and positions in Å:
O1 0.33520 -2.44396 0.60078  -0.66
V1 -1.27393 -2.22753 0.31812  0.76
C1 0.15786 1.21380 1.71725  -1.25
C2 -0.17694 1.03108 0.20811  1.38
C3 1.29769 0.89053 -0.46455  -0.84
O2 -1.02103 -0.00969 -0.03606  0.86
H1 0.98684 1.89469 1.91033  0.35
H2 0.48479 0.25199 2.11239  0.35
H3 -0.68566 1.47656 2.35562  -0.06
H4 -0.62620 1.91880 -0.23712  -0.30
H5 1.97806 0.20936 0.04653  -0.10
H6 1.69367 1.87741 -0.22503  0.62
H7 1.22209 0.98727 -1.54761  -0.23
N1 -4.41424 3.33259 1.82060  -0.28
C4 -3.70246 2.71240 0.85994  -0.60
C5 -4.09261 2.62322 -0.48611  0.37
C6 -5.27490 3.22442 -0.85878  -0.43
C7 -5.99992 3.87312 0.08464  -0.46
C8 -5.59868 3.92521 1.38347  -0.56
H8 -2.80213 2.24732 1.23346  0.86
H9 -3.41645 2.14156 -1.17691  -0.18
H10 -5.39944 3.34728 -1.92452  0.49
H11 -6.86128 4.42871 -0.25562  0.42
H12 -6.18242 4.49385 2.09220  0.38
N2 2.93342 0.05910 3.24045  -0.07
C9 3.69971 0.99204 2.83049  0.25
C10 4.96570 1.14063 3.32468  -0.83
C11 5.54887 0.15040 4.08077  -0.20
C12 4.87217 -1.04289 4.31457  -0.80
C13 3.49991 -0.91433 4.04281  -0.25
H13 3.33926 1.77645 2.18151  0.33
H14 5.51999 2.03542 3.08277  0.39
H15 6.56773 0.27742 4.41571  0.42
H16 5.26669 -1.88006 4.87126  0.45
H17 2.87952 -1.74886 4.33449  0.34
N3 3.60033 -0.10203 -4.70757  -0.20
C14 4.42267 0.33079 -5.74206  -0.34
C15 5.48229 1.24791 -5.58886  -0.46
C16 5.71533 1.70345 -4.22695  -0.23
C17 4.94077 1.27528 -3.18021  -0.92
C18 3.92582 0.32348 -3.48370  0.12
H18 4.28315 -0.01847 -6.75446  0.36
H19 6.21362 1.51259 -6.33820  0.40
H20 6.52466 2.41340 -4.14119  0.38
H21 5.12939 1.65677 -2.18760  0.43
H22 3.28131 0.13791 -2.63720  0.46
N4 -0.96543 -2.68617 -1.75736  0.86
C19 0.22416 -2.31223 -2.39019  -0.51
C20 0.59892 -2.57488 -3.71192  -0.75
C21 -0.34023 -3.24717 -4.54253  -0.32
C22 -1.45458 -3.76815 -3.93846  -0.81
C23 -1.73062 -3.40949 -2.62206  -0.35
H23 0.92089 -1.65893 -1.88605  0.58
H24 1.51102 -2.24313 -4.18563  0.49
H25 -0.28664 -3.40401 -5.60974  0.48
H26 -2.17325 -4.25582 -4.58040  0.41
H27 -2.55656 -3.77544 -2.03019  0.41
N5 -3.42687 -1.90830 -0.31545  0.38
C24 -3.88512 -0.84804 -1.08489  -0.48
C25 -5.23712 -0.53487 -1.28307  -0.62
C26 -6.21048 -1.27740 -0.65027  -0.42
C27 -5.81745 -2.45681 0.08122  -0.79
C28 -4.46250 -2.73978 0.11636  -0.42
H28 -3.12656 -0.28970 -1.61334  0.62
H29 -5.53096 0.34458 -1.83682  0.50
H30 -7.23721 -0.94633 -0.59923  0.44
H31 -6.54060 -3.15590 0.47460  0.48
H32 -4.17670 -3.60803 0.69158  0.41
N6 -1.64798 -1.67912 2.42295  0.63
C29 -1.15579 -2.28306 3.57438  -0.33
C30 -1.73369 -2.30209 4.82081  -0.90
C31 -2.86880 -1.51962 4.95795  -0.26
C32 -3.33590 -0.74996 3.84477  -0.99
C33 -2.67837 -0.82935 2.64134  -0.07
H33 -0.20315 -2.77781 3.45564  0.43
H34 -1.40068 -2.90650 5.65159  0.49
H35 -3.38671 -1.40748 5.89901  0.49
H36 -4.14076 -0.03534 3.93378  0.50
H37 -2.93830 -0.18658 1.81328  0.53
N7 2.85631 -3.26909 -1.12063  0.08
C34 3.72115 -2.52000 -0.35416  -0.33
C35 5.09764 -2.70878 -0.42236  -0.74
C36 5.67087 -3.64415 -1.29613  -0.29
C37 4.71395 -4.42758 -2.12865  -0.69
C38 3.32493 -4.30587 -1.87277  -0.34
H38 3.22386 -1.81869 0.29949  0.61
H39 5.88496 -2.10490 0.00410  0.38
H40 6.73488 -3.81886 -1.35736  0.45
H41 5.05843 -5.22558 -2.76969  0.43
H42 2.56169 -4.86864 -2.38963  0.44
C39 -0.56183 4.92891 0.72517  1.00
Cl1 -1.16382 6.51680 1.28062  -0.11
Cl2 1.21495 4.69801 0.80836  -0.12
Cl3 -0.96430 4.81170 -0.99887  -0.11
H43 -1.07994 4.14356 1.27552  -0.68
C40 -0.77223 1.80546 -3.85371  1.40
Cl4 -2.56236 2.17267 -3.66986  -0.11
Cl5 0.38575 3.10782 -3.60671  -0.10
Cl6 -0.44430 1.12233 -5.38719  -0.09
H44 -0.48670 1.02753 -3.14562  -1.09
C41 -1.75365 3.45186 5.84408  -0.15
Cl7 -1.58464 1.74861 6.37669  -0.11
Cl8 -1.92763 3.55975 4.02921  -0.01
Cl9 -0.36235 4.36385 6.45859  -0.10
H45 -2.63208 3.93951 6.26676  0.36

## Properties
LUMO (spin up / spin down): -7.292 / -8.794 eV
Orbital gap (spin up / spin down): 5.7 / 4.2 eV
Spin multiplicity: 3
Expectation value of S²: 2.110
Charge: +2
Electronic energy: -7208.122954 hartree